# 1
C37H78Br3F3N9O12V | the ωB97M-V functional and the def2-TZVPD basis

Summary:
Expectation value of S²: 6.06
E_LUMO (spin up / spin down), eV: -6.04 / -10.31
2S+1: 5
Orbital gap (spin up / spin down), eV: 6.202 / 2.646
Charge: +2

Positions of all 143 atoms, in Å:
O -1.4536 4.2877 3.0327
V -2.5001 3.7178 1.9740
C -0.8451 1.0806 0.1711
O -0.2716 1.5882 -1.0525
O -1.1685 2.2005 0.9692
C -1.8909 -0.0988 -0.0468
F -2.6846 -0.0139 1.0511
F -2.6290 0.0627 -1.1292
F -1.3257 -1.3782 -0.1700
C 0.0164 0.6454 -2.1722
C 1.1666 1.2683 -2.9551
H 1.6285 0.6303 -3.7087
H 0.8446 2.2394 -3.3310
H 2.0014 1.5513 -2.3139
H -0.9174 0.4220 -2.6883
H 0.5665 -0.2454 -1.8691
H 0.0632 0.7439 0.6708
C -2.6181 -3.6962 -4.4230
Br -2.8807 -4.8081 -2.9218
Br -2.0475 -1.8268 -4.0133
Br -4.0092 -3.7891 -5.8313
H -1.7569 -4.0985 -4.9564
C 5.0522 -5.0345 -0.9529
C 3.6056 -4.6695 -0.3629
C 3.7381 -3.1125 -0.2281
C 3.6265 -2.3290 -1.5542
C 2.2979 -2.7126 -2.2439
C 2.0244 -4.2517 -2.4624
N 2.3602 -4.9937 -1.1808
O 2.1760 -6.5284 -1.3157
C 0.4661 -4.2825 -2.8317
C 2.7891 -4.6062 -3.7613
C 3.4316 -5.1219 1.0961
H 5.3880 -4.4592 -1.8157
H 5.0218 -6.0975 -1.1923
H 5.8420 -5.1094 -0.2055
H 3.1221 -2.6467 0.5412
H 4.7017 -2.9746 0.2622
H 4.4310 -2.5798 -2.2455
H 3.6998 -1.2623 -1.3426
H 2.3098 -2.2149 -3.2136
H 1.4296 -2.2905 -1.7380
H 0.1216 -5.3087 -2.9598
H -0.2302 -3.7517 -2.1826
H 0.2607 -3.9258 -3.8410
H 3.8134 -4.2399 -3.6932
H 2.8743 -5.6929 -3.7516
H 2.3933 -4.1819 -4.6840
H 2.4125 -5.3508 1.4080
H 3.8560 -4.4262 1.8200
H 3.9217 -6.0911 1.1880
C 4.0794 -0.8602 2.7109
C 3.6480 0.2243 3.7253
C 3.3005 1.4588 2.8677
C 2.4037 2.5541 3.5308
C 1.2024 1.7996 4.0776
C 1.5939 0.7402 5.1471
N 2.4305 -0.2692 4.4709
O 2.7278 -1.5298 5.2319
C 2.1490 1.4078 6.4685
C 0.3537 0.0454 5.6005
C 4.8836 0.5401 4.6462
H 3.9521 -1.9166 2.9474
H 5.1290 -0.7131 2.4566
H 3.3735 -0.8176 1.8814
H 4.1657 2.0357 2.5409
H 2.7957 1.1618 1.9484
H 2.1348 3.2131 2.7053
H 2.9969 3.0828 4.2769
H 0.6346 1.2963 3.2950
H 0.6800 2.6123 4.5822
H 1.4954 1.5007 7.3358
H 2.8567 0.7180 6.9283
H 2.3857 2.4266 6.1618
H -0.1018 -0.4780 4.7599
H 0.4496 -0.7516 6.3379
H -0.3513 0.7033 6.1086
H 5.7504 0.6646 3.9971
H 5.0869 -0.2091 5.4114
H 4.6421 1.4719 5.1576
O 4.2434 2.9633 -1.7627
C 3.6626 3.8280 -1.1256
N 2.3403 3.6742 -0.9858
C 4.3947 5.0143 -0.7260
H 1.7824 4.3694 -0.5109
H 2.0045 2.8058 -1.3771
H 3.8027 5.7070 -0.1279
H 4.6116 5.6059 -1.6155
H 5.3584 4.8318 -0.2506
O -6.3864 -0.4595 -2.2761
C -6.0555 -1.4010 -3.0469
N -4.9605 -2.0222 -2.6823
C -6.7822 -1.6728 -4.3147
H -4.4488 -2.6122 -3.3227
H -4.5798 -1.4235 -1.9634
H -6.3144 -2.3630 -5.0167
H -6.6238 -0.8079 -4.9590
H -7.8539 -1.8213 -4.1824
O -3.2322 1.9300 3.1669
C -3.7813 1.2340 3.9572
N -4.6194 0.3102 3.6597
C -3.2597 1.1614 5.4486
H -4.5782 -0.4728 4.2964
H -4.8018 0.1463 2.6799
H -3.0397 2.1309 5.8955
H -2.2392 0.7807 5.4896
H -3.7574 0.5272 6.1822
O -4.3019 3.2095 0.2955
C -5.2786 2.6709 -0.1796
N -5.2086 1.3953 -0.6600
C -6.5078 3.4810 -0.4685
H -5.7904 0.9028 -1.3225
H -4.5107 0.7760 -0.2732
H -6.9372 4.0395 0.3632
H -7.3573 2.9484 -0.8961
H -6.3552 4.1899 -1.2823
O 3.4226 2.0412 -6.3075
C 4.0447 1.8111 -5.3348
N 4.2483 2.7114 -4.4430
C 4.5650 0.4537 -4.9973
H 4.7255 2.5249 -3.5725
H 3.7368 3.5703 -4.5871
H 5.2854 0.2225 -5.7819
H 3.7787 -0.3009 -4.9808
H 4.9771 0.3926 -3.9900
O -1.9840 5.2089 0.4056
C -1.4839 5.4192 -0.6956
N -0.7375 4.4502 -1.1997
C -1.6409 6.8048 -1.3323
H -0.3665 4.5636 -2.1322
H -0.9414 3.5455 -0.7997
H -2.0400 7.4045 -0.5143
H -2.3961 6.6194 -2.0961
H -0.7107 7.2597 -1.6725
O -6.6305 -1.5524 2.6213
C -6.8527 -2.2734 1.6629
N -7.8413 -3.0626 1.5034
C -5.8420 -2.2101 0.5557
H -7.9654 -3.4275 0.5699
H -8.4333 -3.3081 2.2840
H -5.0477 -1.4737 0.4332
H -6.3037 -2.1786 -0.4312
H -5.2785 -3.1430 0.5739

# 2
CH2O3 | the ωB97M-V functional and the def2-TZVPD basis

Summary:
E_LUMO, eV: 0.85
Structure (SMILES): OC1OO1
2S+1: 1
ΔE to the lowest compared entry with this formula, charge and spin, kJ/mol: 447.0
Orbital gap, eV: 11.445

Positions of all 6 atoms, in Å:
C 0.1141 0.0104 0.5893
O 1.1011 -0.7289 1.1266
O 1.2379 0.6659 0.9553
O -0.1387 -0.0558 -0.7735
H -0.7203 0.3058 1.2937
H 0.4710 0.2907 -1.3960

no.,energy (eV)
1,-321560.727
2,-7207.913